# 1
C6H8O2 | wB97M-V/def2-TZVPD

The value obtained for the energy above the lowest of the compared OMol25 structures with the same formula, charge and spin is 0.00 kcal per mole. As for the maximum force: 0.67 eV/A. The SMILES is Oc1ccccc1.O. As for the HOMO energy: -0.306 Ha. The value obtained for the total energy is -383.91012 Eh. As for the lowest unoccupied orbital energy: 0.489 eV.

Each line ends with the natural charge from an NBO analysis.
Geometry (Å):
O: 2.4327 -1.9139 -1.3181  -0.959
O: 0.0343 -1.9114 0.1755  -0.688
C: -0.7145 1.5463 -0.7241  -0.186
C: -0.7987 -0.1419 1.4624  -0.279
C: -1.2248 1.1608 1.5905  -0.189
C: -1.2166 2.0054 0.4837  -0.256
C: -0.3312 -0.6022 0.2326  0.317
C: -0.2749 0.2332 -0.8736  -0.302
H: 2.8112 -2.1620 -0.4624  0.484
H: 0.5280 -2.0812 -0.6389  0.500
H: -1.5193 1.5444 2.5629  0.213
H: -1.6256 3.0126 0.5388  0.212
H: 0.1517 -0.0925 -1.8089  0.217
H: -0.6424 2.2527 -1.5373  0.209
H: 3.1645 -1.9811 -1.9510  0.484
H: -0.7744 -0.8692 2.2680  0.222


# 2
C19H20F6N5O2 | wB97M-V/def2-TZVPD

The value obtained for the energy above the lowest of the compared OMol25 structures with the same formula, charge and spin is 0.00 kcal per mole. As for the maximum force: 6.87 eV/A. As for the HOMO energy: -0.483 Ha. The charge is +1. The value obtained for the total energy is -1758.90443 Eh. As for the lowest unoccupied orbital energy: -5.210 eV.

Each line ends with the natural charge from an NBO analysis.
Geometry (Å):
F: 6.5616 2.1425 1.4764  -0.338
F: -0.6568 2.9190 -0.1983  -0.344
F: -3.3251 3.3329 2.3005  -0.320
F: -2.1748 4.9157 1.1021  -0.306
F: -0.6434 2.7804 2.1739  -0.342
F: -3.5645 3.4324 -0.0404  -0.316
O: 1.4787 -1.5590 -2.2971  -0.454
O: 5.0214 1.8009 3.1552  -0.487
N: 3.8894 -4.2258 -4.2336  -0.362
N: 2.3502 -3.6771 -0.9551  -0.285
N: -1.9749 -2.8522 1.4588  -0.399
N: -8.0247 1.0658 -1.0925  -0.327
N: 1.2935 0.0930 -0.4251  -0.320
C: -2.6596 3.5740 1.0505  0.931
C: -1.5355 -3.2302 2.4965  0.346
C: -1.4126 2.5284 0.9680  0.636
C: 1.9674 -2.7568 -1.6538  0.488
C: -6.8372 3.3664 -0.3681  -0.714
C: 4.2329 1.0382 -1.0672  -0.092
C: 5.2155 2.1936 1.9842  0.856
C: 2.0776 -0.4870 -1.5147  0.529
C: -7.5009 2.0815 -0.7724  0.279
C: -0.7766 -0.0833 1.1743  -0.464
C: -0.0853 -0.4608 -0.2279  -0.248
C: -1.9502 1.0175 0.8991  -0.483
C: 1.7421 -5.7591 -4.7781  -0.717
C: 3.9754 2.7764 1.1235  -0.540
C: 1.9237 1.1271 0.3614  0.087
C: -0.9811 -3.7074 3.8075  -0.719
C: 3.5224 -0.0742 -1.8990  -0.223
C: 3.3978 1.6515 0.1319  -0.002
C: 2.9362 -4.9022 -4.4702  0.303
H: -7.3830 3.8221 0.4599  0.257
H: 1.3605 1.6116 1.2317  0.273
H: -2.4392 0.8296 -0.1321  0.256
H: 2.0134 -6.5256 -5.5062  0.265
H: 4.2427 3.7042 0.5112  0.282
H: -2.7720 0.8615 1.6945  0.274
H: -1.3421 -1.0219 1.5658  0.304
H: -0.7522 -0.1109 -1.1085  0.251
H: 0.9402 -5.1441 -5.1902  0.254
H: 3.1352 2.9971 1.8845  0.278
H: -0.4655 -4.6592 3.6677  0.271
H: 4.1013 -0.5645 -2.7706  0.306
H: 1.3877 -6.2432 -3.8663  0.258
H: -1.7918 -3.8432 4.5256  0.271
H: -0.2752 -2.9738 4.2012  0.258
H: -0.0559 0.2248 2.0070  0.234
H: 5.3014 1.3635 -1.3081  0.282
H: -0.0510 -1.6206 -0.2730  0.270
H: -6.8251 4.0597 -1.2110  0.256
H: -5.8118 3.1709 -0.0535  0.248


# 3
C6H11ClSi | wB97M-V/def2-TZVPD

The value obtained for the energy above the lowest of the compared OMol25 structures with the same formula, charge and spin is 9.93 kcal per mole. As for the maximum force: 6.14 eV/A. The SMILES is C=CC(C=C)[Si@@H](C)Cl. As for the HOMO energy: -0.324 Ha. The value obtained for the total energy is -984.88268 Eh. As for the lowest unoccupied orbital energy: 0.855 eV.

Each line ends with the natural charge from an NBO analysis.
Geometry (Å):
Cl: -1.2819 1.2473 2.5768  -0.370
Si: 0.1478 1.0738 1.0959  1.356
C: 0.1208 2.4842 -0.1646  -1.086
C: -0.0630 -1.6088 0.7797  -0.178
C: 0.7224 -0.6098 -1.2125  -0.158
C: 0.3123 -0.2106 -2.4165  -0.413
C: -0.1477 -0.4679 -0.0218  -0.747
C: -0.9644 -2.2621 1.5336  -0.409
H: 1.0214 2.2288 -0.8113  0.251
H: -1.1857 -0.3321 -0.4259  0.244
H: 1.0032 -2.0517 0.9441  0.201
H: -0.7549 2.4325 -0.6928  0.235
H: 0.3097 3.4849 0.1584  0.247
H: 1.8589 -0.8831 -1.1189  0.212
H: 0.9587 -0.3669 -3.2910  0.213
H: 1.4079 0.6891 1.7461  -0.184
H: -0.7201 -3.1501 2.1157  0.204
H: -2.0245 -1.9257 1.6644  0.191
H: -0.7209 0.2284 -2.4593  0.193


# 4
C23H16BF13N4OPSn | wB97M-V/def2-TZVPD

The value obtained for the energy above the lowest of the compared OMol25 structures with the same formula, charge and spin is 71.76 kcal per mole. As for the maximum force: 3.97 eV/A. As for the HOMO energy: -0.137 Ha. The charge is -1. The value obtained for the total energy is -3059.41956 Eh. As for the lowest unoccupied orbital energy: 1.974 eV.

Each line ends with the natural charge from an NBO analysis.
Geometry (Å):
Sn: -0.0954 -3.0203 -0.4104  1.277
P: -0.0404 -0.3818 -0.4051  0.764
F: 0.4619 6.2826 0.5664  -0.329
F: -3.0404 -0.9901 -6.3771  -0.324
F: 6.1857 -1.2289 2.0379  -0.326
F: -1.6455 6.0703 1.0324  -0.326
F: -2.2578 1.0266 -6.5657  -0.331
F: -1.0100 6.2739 -1.0308  -0.328
F: 6.3238 0.8402 1.3952  -0.333
F: -4.3969 -3.8848 -0.5640  -0.562
F: 5.5163 0.3610 3.3518  -0.331
F: -4.1694 -1.6128 -0.7945  -0.573
F: -1.0272 -0.6735 -7.1150  -0.327
F: -4.0310 -2.5763 1.2949  -0.587
F: -2.3277 -2.8981 -0.2368  -0.593
O: 1.7993 -3.0792 -0.4095  -1.337
N: -0.0983 -3.0023 1.7740  -0.512
N: 0.1014 -2.9496 4.2298  -0.610
N: -2.2032 -2.3129 4.3174  -0.796
N: -0.9753 -2.5142 6.2288  -0.800
C: 5.5507 -0.0408 2.0675  0.977
C: 0.5629 2.3492 -0.9810  -0.200
C: -0.5426 -0.3792 -2.1679  -0.324
C: 1.6693 -0.3237 0.2659  -0.291
C: 0.0205 -2.9953 2.9185  0.563
C: -0.9837 -2.6040 4.8556  0.653
C: -0.5470 4.2279 0.0305  -0.108
C: -1.4284 -0.3013 -4.8107  -0.157
C: -1.8213 0.0773 -2.4691  -0.185
C: -1.9338 -0.2390 -6.2229  0.976
C: -2.2592 0.1167 -3.7785  -0.173
C: 0.2840 -0.8047 -3.2036  -0.148
C: -0.1565 -0.7651 -4.5184  -0.194
C: -1.1788 1.9881 0.6262  -0.218
C: -0.2304 1.4684 -0.2442  -0.260
C: 1.7976 0.0715 1.5883  -0.172
C: 4.0649 -0.5375 0.1312  -0.175
C: -1.3375 3.3638 0.7639  -0.204
C: 2.8187 -0.6314 -0.4608  -0.136
C: 3.0469 0.1641 2.1838  -0.207
C: 4.1848 -0.1379 1.4565  -0.162
C: -0.6914 5.7165 0.1551  0.968
C: 0.4059 3.7138 -0.8447  -0.200
B: -3.7624 -2.7463 -0.0813  1.367
H: -2.6907 -1.5707 4.7967  0.399
H: 4.9475 -0.7780 -0.4478  0.217
H: -1.7904 -2.9260 6.6595  0.392
H: -0.1258 -2.8931 6.6241  0.400
H: 2.7631 -0.9438 -1.4896  0.227
H: 1.2792 -1.1789 -3.0054  0.220
H: 0.5056 -1.1001 -5.3051  0.223
H: 1.0305 4.3831 -1.4242  0.221
H: 3.1154 0.4776 3.2166  0.219
H: -1.8039 1.3191 1.2050  0.223
H: -2.4849 0.4079 -1.6800  0.240
H: 0.9154 0.3166 2.1705  0.204
H: -2.0842 3.7424 1.4491  0.224
H: 1.3094 1.9652 -1.6660  0.222
H: -3.2568 0.4782 -3.9931  0.227
H: -2.2327 -2.1804 3.3102  0.434